Entry 1:
{
  "formula": "C34H38Cl4N5O9RbS3",
  "method": "ωB97M-V/def2-TZVPD",
  "e_homo_ev": -4.072,
  "e_above_lowest_ev": 1.248,
  "charge": -2,
  "e_lumo_ev": 3.2,
  "gap_ev": 7.239,
  "energy_ev": -145008.648,
  "species": ["Rb", "Cl", "C", "Cl", "H", "H", "Cl", "C", "Cl", "H", "H", "S", "C", "C", "C", "N", "C", "C", "C", "C", "C", "N", "C", "C", "H", "H", "H", "H", "H", "H", "H", "H", "C", "C", "O", "C", "C", "H", "H", "H", "H", "H", "H", "H", "H", "H", "H", "C", "C", "O", "O", "H", "H", "H", "C", "C", "C", "C", "C", "C", "C", "S", "O", "O", "O", "H", "H", "H", "H", "H", "H", "H", "O", "S", "O", "O", "C", "N", "C", "C", "C", "N", "C", "C", "C", "N", "C", "C", "H", "H", "H", "H", "H", "H"],
  "positions_angstrom": [[-0.90094, 0.13571, 0.33428], [-2.18569, -1.19900, -2.31994], [-3.77561, -1.10021, -1.50923], [-4.22429, 0.58861, -1.20385], [-3.68165, -1.59556, -0.55431], [-4.51506, -1.55214, -2.15633], [-1.14957, 2.18827, -2.10474], [-1.56760, 2.40648, -3.79664], [-3.32374, 2.50165, -4.10989], [-1.16059, 1.56770, -4.34287], [-1.14104, 3.34482, -4.12121], [-3.57093, 4.35897, 4.68350], [-2.91491, 3.98568, 3.06724], [-1.59671, 3.57694, 2.95265], [-1.13628, 3.19665, 1.69789], [-1.89415, 3.23745, 0.60931], [-3.15061, 3.65786, 0.72137], [-3.71002, 4.04695, 1.92822], [-4.35039, 2.78918, 5.03200], [-3.80519, 1.95678, 5.99824], [-4.44836, 0.76084, 6.28948], [-5.56635, 0.35795, 5.68767], [-6.05793, 1.15175, 4.73391], [-5.49947, 2.37019, 4.37794], [-0.95730, 3.49929, 3.82331], [-0.13596, 2.78855, 1.58304], [-3.74313, 3.65209, -0.18976], [-4.74129, 4.37215, 1.98088], [-2.88906, 2.23146, 6.50526], [-4.03770, 0.09096, 7.03820], [-6.94945, 0.79590, 4.22889], [-5.95067, 2.97543, 3.60256], [-0.48431, -4.27068, 0.62721], [0.03286, -3.97448, -0.76223], [1.11139, -3.06890, -0.65754], [1.65362, -2.70193, -1.91499], [2.88601, -1.86522, -1.67131], [-1.27573, -5.02394, 0.58141], [-0.89734, -3.36983, 1.08109], [0.32489, -4.64704, 1.25732], [-0.76451, -3.54062, -1.37867], [0.37107, -4.89226, -1.26181], [0.91187, -2.14088, -2.49701], [1.90625, -3.60508, -2.48509], [2.61906, -0.92100, -1.18864], [3.38053, -1.64586, -2.62042], [3.58223, -2.41018, -1.02917], [3.31059, 0.78484, 1.32301], [1.80932, 0.92394, 1.09710], [1.43147, 1.07269, -0.10150], [1.04933, 0.88180, 2.10223], [3.84000, 1.53894, 0.73873], [3.63300, -0.19827, 0.96856], [3.55311, 0.88080, 2.38023], [0.32506, -1.61934, 6.99416], [-0.59696, -1.41185, 5.81612], [-0.94561, -0.12842, 5.41060], [-1.76466, 0.07645, 4.30919], [-2.25628, -1.01242, 3.60727], [-1.92203, -2.30537, 3.99922], [-1.09834, -2.49678, 5.09763], [-3.22805, -0.75811, 2.13876], [-4.58168, -1.16782, 2.44419], [-3.07156, 0.65454, 1.81485], [-2.56992, -1.63202, 1.15070], [0.06926, -0.94885, 7.81699], [1.36315, -1.41682, 6.71588], [0.27203, -2.64558, 7.36025], [-0.54365, 0.72517, 5.94936], [-2.01647, 1.07390, 3.97124], [-2.30858, -3.14581, 3.43471], [-0.81695, -3.50348, 5.38986], [7.83702, -2.05052, -8.65222], [6.45926, -1.61191, -8.71193], [5.47616, -2.66768, -8.60486], [6.17678, -0.60984, -9.72937], [6.22798, -0.61178, -7.20514], [7.26032, 0.14511, -6.81662], [7.01482, 0.99363, -5.82732], [5.78161, 1.10451, -5.21335], [4.78960, 0.24645, -5.65987], [5.01264, -0.60560, -6.65650], [3.41375, 0.26136, -5.07500], [2.35104, -0.29977, -5.77743], [1.08364, -0.22307, -5.22800], [0.81040, 0.36494, -4.05516], [1.83683, 0.87011, -3.36634], [3.14317, 0.83340, -3.84047], [7.84454, 1.62187, -5.51518], [5.60296, 1.83390, -4.43624], [2.53927, -0.78565, -6.72780], [0.23488, -0.64735, -5.75596], [1.60694, 1.31297, -2.39867], [3.93462, 1.24133, -3.22319]]
}


Entry 2:
{
  "formula": "C34H38Cl8N6",
  "method": "ωB97M-V/def2-TZVPD",
  "e_homo_ev": -9.320,
  "e_above_lowest_ev": 0.000,
  "e_lumo_ev": 0.3,
  "gap_ev": 9.624,
  "energy_ev": -144993.402,
  "species": ["C", "C", "C", "N", "C", "C", "H", "H", "H", "H", "H", "C", "C", "C", "N", "C", "C", "H", "H", "H", "H", "H", "C", "C", "C", "N", "C", "C", "H", "H", "H", "H", "H", "C", "C", "C", "N", "C", "C", "H", "H", "H", "H", "H", "C", "C", "C", "N", "C", "C", "H", "H", "H", "H", "H", "C", "C", "C", "N", "C", "C", "H", "H", "H", "H", "H", "Cl", "C", "Cl", "H", "H", "Cl", "C", "Cl", "H", "H", "Cl", "C", "Cl", "H", "H", "Cl", "C", "Cl", "H", "H"],
  "positions_angstrom": [[-3.79783, -2.51624, -2.26568], [-3.29340, -2.15467, -1.02209], [-2.64962, -3.13873, -0.28214], [-2.44324, -4.39385, -0.68033], [-2.87747, -4.70609, -1.89814], [-3.54759, -3.80376, -2.71135], [-4.32036, -1.78424, -2.86750], [-3.40317, -1.16828, -0.59320], [-2.39175, -2.96630, 0.76057], [-2.74683, -5.70198, -2.30609], [-3.92737, -4.10105, -3.68136], [-0.72551, -1.38530, -3.65173], [-1.26966, -1.89934, -4.81201], [-2.35055, -1.20723, -5.34881], [-2.93458, -0.15317, -4.77583], [-2.38976, 0.31276, -3.64769], [-1.26575, -0.25536, -3.06722], [0.15746, -1.83927, -3.21524], [-0.86172, -2.79170, -5.26079], [-2.79356, -1.49729, -6.29690], [-2.91886, 1.08013, -3.09391], [-0.72247, 0.25967, -2.28586], [3.10762, 2.78599, -1.68291], [4.29395, 2.45603, -1.04668], [5.06555, 1.42406, -1.56637], [4.69205, 0.68717, -2.60488], [3.56131, 1.03189, -3.22518], [2.73333, 2.06641, -2.80798], [2.48074, 3.59906, -1.33865], [4.62814, 3.03484, -0.19491], [6.02080, 1.22239, -1.09224], [3.38594, 0.49273, -4.14978], [1.87215, 2.31421, -3.41343], [0.70841, 0.36844, 0.86967], [2.07111, 0.32454, 0.62080], [2.55798, -0.64852, -0.24436], [1.79406, -1.57740, -0.81855], [0.51419, -1.59588, -0.44447], [-0.10668, -0.58818, 0.29627], [0.22207, 1.09786, 1.51094], [2.73748, 1.03079, 1.09875], [3.63053, -0.63569, -0.38394], [-0.09730, -2.29700, -1.00485], [-1.18821, -0.62550, 0.26681], [-3.69880, 3.33038, 1.39146], [-2.48023, 3.18157, 0.77135], [-2.31532, 2.14611, -0.14964], [-3.27975, 1.28651, -0.45185], [-4.48887, 1.48688, 0.10088], [-4.73502, 2.46101, 1.04246], [-3.86103, 4.07714, 2.15781], [-1.62595, 3.77318, 1.07096], [-1.33275, 1.94740, -0.56528], [-5.18274, 0.66247, -0.03469], [-5.68897, 2.58953, 1.53637], [-1.20798, -0.85372, 3.67935], [-2.21235, -0.09305, 3.10190], [-2.74077, 0.96776, 3.82972], [-2.35289, 1.24189, 5.07124], [-1.43961, 0.46202, 5.65494], [-0.83860, -0.59407, 4.99032], [-0.72805, -1.59979, 3.05812], [-2.47542, -0.26722, 2.06507], [-3.50561, 1.63803, 3.45739], [-1.15739, 0.77139, 6.65326], [-0.02171, -1.13865, 5.44779], [2.24089, -5.88462, -2.52730], [1.30523, -4.48318, -3.07814], [-0.10729, -4.97534, -4.04673], [0.93699, -3.96443, -2.20155], [1.90710, -3.82392, -3.69082], [4.17446, 2.55373, 4.16417], [2.78645, 1.45450, 4.34352], [1.39883, 2.27892, 5.05336], [2.53510, 1.08131, 3.35744], [3.10971, 0.64540, 4.98781], [1.12111, 3.84258, 1.28441], [1.07765, 5.13070, 2.48216], [-0.18915, 6.31731, 2.14994], [0.94570, 4.67869, 3.45918], [2.01149, 5.68231, 2.46854], [6.33519, -1.17944, 4.08072], [6.20805, -1.75632, 2.40271], [5.78980, -0.48707, 1.27727], [7.14122, -2.23231, 2.12295], [5.42962, -2.51252, 2.39076]]
}